Entry 1:
Below is a 2-piece molecular cluster, C47H61N2 overall at a distorted geometry, with properties calculated with ωB97M-V/def2-TZVPD.

The geometry in XYZ format:
```
110
Properties=species:S:1:pos:R:3
C -0.051 -1.254 -3.598
C 1.261 -1.896 -3.222
C 1.066 -3.411 -3.297
C 2.320 -1.423 -4.237
C 1.740 -1.450 -1.826
C 2.580 -2.335 -1.132
C 3.761 -1.845 -0.578
C 4.028 -0.476 -0.624
C 3.107 0.449 -1.137
C 3.606 1.878 -1.407
C 3.649 2.662 -0.094
C 2.784 2.568 -2.502
C 5.064 1.840 -1.900
C 1.786 -0.071 -1.377
N 0.656 0.533 -0.732
C -0.210 -0.238 0.062
C -0.931 -1.289 -0.442
C -1.278 -2.377 0.495
C -2.608 -2.725 0.811
C -2.864 -3.420 1.998
C -1.808 -3.954 2.742
C -0.492 -3.826 2.278
C -0.234 -3.084 1.130
N -0.426 0.459 1.258
C -0.799 -0.043 2.590
C 0.220 -0.508 3.480
C 1.744 -0.220 3.331
C 2.582 -0.990 4.364
C 2.025 1.271 3.547
C 2.251 -0.680 1.982
C -0.165 -1.211 4.624
C -1.473 -1.205 5.081
C -2.421 -0.517 4.352
C -2.133 -0.012 3.077
C -3.368 0.587 2.368
C -4.604 -0.298 2.609
C -3.187 0.603 0.880
C -3.616 2.004 2.882
C -0.051 1.780 1.001
C 0.620 1.813 -0.166
H -0.152 -0.269 -3.142
H -0.113 -1.154 -4.689
H -0.901 -1.878 -3.301
H 1.993 -3.962 -3.092
H 0.289 -3.728 -2.580
H 0.722 -3.664 -4.316
H 3.296 -1.885 -4.039
H 1.999 -1.682 -5.256
H 2.442 -0.330 -4.179
H 2.388 -3.416 -1.115
H 4.510 -2.537 -0.177
H 4.994 -0.131 -0.246
H 4.330 2.173 0.616
H 4.012 3.680 -0.292
H 2.675 2.734 0.392
H 3.093 2.197 -3.492
H 1.708 2.392 -2.421
H 2.964 3.651 -2.464
H 5.167 1.199 -2.782
H 5.389 2.850 -2.179
H 5.746 1.478 -1.124
H -0.749 -1.537 -1.477
H -3.413 -2.420 0.141
H -3.896 -3.568 2.322
H -2.011 -4.491 3.676
H 0.336 -4.309 2.810
H 0.763 -2.997 0.687
H 2.447 -2.076 4.257
H 3.648 -0.778 4.201
H 2.343 -0.690 5.392
H 1.468 1.907 2.852
H 1.738 1.562 4.567
H 3.097 1.472 3.415
H 1.934 -0.030 1.171
H 3.350 -0.694 1.959
H 1.893 -1.697 1.774
H 0.569 -1.754 5.219
H -1.743 -1.740 5.992
H -3.419 -0.401 4.780
H -4.986 -0.220 3.631
H -5.417 -0.001 1.934
H -4.364 -1.350 2.399
H -2.456 1.330 0.534
H -2.842 -0.379 0.566
H -4.141 0.784 0.372
H -2.745 2.642 2.691
H -4.483 2.447 2.377
H -3.804 2.000 3.962
H -0.273 2.578 1.695
H 1.027 2.671 -0.679
C -3.312 -0.393 -2.131
C -2.414 0.482 -2.885
C -2.360 0.272 -4.371
C -2.055 1.803 -2.429
C -0.991 2.512 -3.065
C -0.707 3.830 -2.735
C -1.410 4.476 -1.711
C -2.479 3.816 -1.092
C -2.843 2.537 -1.498
H -2.804 -0.698 -1.213
H -4.268 0.067 -1.849
H -3.506 -1.315 -2.695
H -1.400 0.568 -4.800
H -2.552 -0.782 -4.596
H -3.117 0.864 -4.919
H -0.417 2.022 -3.858
H 0.074 4.361 -3.287
H -1.136 5.490 -1.414
H -3.057 4.314 -0.305
H -3.794 2.113 -1.161
```

Properties
multiplicity: 1
HOMO-LUMO gap: 4.1 eV
total charge: +1
electronic energy: -52697.777 eV



Entry 2:
Below is a 16-piece molecular cluster, C48H112N16O16 overall at a distorted geometry, with properties calculated with ωB97M-V/def2-TZVPD.

The geometry in XYZ format:
```
192
Properties=species:S:1:pos:R:3
C -2.666 -5.352 3.806
O -3.177 -6.177 4.524
N -2.650 -4.042 4.018
C -1.857 -3.138 3.126
C -3.288 -3.370 5.145
H -2.174 -5.649 2.867
H -2.418 -2.537 2.411
H -1.055 -3.733 2.688
H -1.310 -2.433 3.751
H -2.669 -2.886 5.900
H -4.091 -2.705 4.828
H -3.988 -3.968 5.730
C 3.456 -2.524 -5.487
O 3.101 -3.296 -4.584
N 3.728 -1.210 -5.293
C 4.006 -0.298 -6.441
C 3.954 -0.613 -3.930
H 3.421 -2.822 -6.546
H 5.038 0.051 -6.484
H 3.370 0.583 -6.360
H 3.771 -0.717 -7.420
H 5.021 -0.556 -3.716
H 3.742 0.453 -3.851
H 3.480 -1.044 -3.048
C 1.410 4.822 -3.647
O 1.473 3.860 -2.830
N 0.410 5.687 -3.796
C 0.292 6.400 -5.119
C -0.743 5.746 -2.954
H 2.216 5.142 -4.324
H 0.152 7.478 -5.032
H -0.574 5.966 -5.617
H 1.118 6.343 -5.828
H -1.537 5.006 -3.063
H -0.472 5.544 -1.918
H -1.254 6.705 -3.039
C -4.145 3.318 4.980
O -3.684 4.365 4.527
N -4.325 2.199 4.199
C -5.020 1.005 4.764
C -4.033 2.078 2.784
H -4.551 3.199 5.997
H -4.864 0.858 5.833
H -4.832 0.107 4.176
H -6.036 1.318 4.522
H -4.844 1.760 2.129
H -3.557 2.941 2.319
H -3.349 1.233 2.698
C 5.544 -3.332 0.539
O 5.738 -4.531 0.583
N 5.040 -2.760 -0.518
C 5.115 -1.269 -0.605
C 4.483 -3.449 -1.627
H 5.842 -2.676 1.371
H 4.220 -0.761 -0.246
H 5.321 -0.958 -1.630
H 5.933 -0.867 -0.008
H 3.411 -3.352 -1.796
H 5.014 -3.060 -2.495
H 4.470 -4.539 -1.622
C -4.311 3.673 -1.399
O -3.458 2.769 -1.260
N -4.740 4.291 -2.571
C -5.759 5.363 -2.555
C -4.167 3.936 -3.890
H -4.964 3.941 -0.554
H -5.896 5.786 -1.560
H -6.698 4.974 -2.950
H -5.595 6.161 -3.280
H -3.975 4.755 -4.584
H -3.186 3.461 -3.868
H -4.763 3.282 -4.528
C 6.642 -0.328 3.904
O 6.312 -1.309 3.276
N 5.786 0.713 4.042
C 6.231 1.962 4.753
C 4.347 0.766 3.632
H 7.638 -0.116 4.321
H 7.185 1.914 5.278
H 5.593 2.247 5.590
H 6.217 2.820 4.081
H 4.051 0.057 2.859
H 3.867 0.468 4.564
H 4.117 1.756 3.237
C 1.219 3.619 1.348
O 2.077 3.203 2.132
N -0.003 3.970 1.631
C -0.953 4.079 0.587
C -0.634 3.731 2.891
H 1.434 3.798 0.283
H -1.399 5.069 0.677
H -1.758 3.347 0.654
H -0.415 4.075 -0.362
H -1.131 2.761 2.866
H 0.047 3.817 3.738
H -1.388 4.429 3.257
C -6.494 -2.639 -0.403
O -7.050 -1.644 -0.738
N -5.516 -2.791 0.492
C -5.000 -4.129 0.883
C -4.884 -1.670 1.230
H -6.817 -3.597 -0.840
H -5.538 -4.982 0.468
H -5.159 -4.224 1.957
H -3.945 -4.262 0.644
H -5.211 -1.806 2.261
H -3.802 -1.786 1.161
H -5.128 -0.651 0.930
C 0.326 0.846 -6.453
O 0.790 1.954 -6.869
N -0.666 0.711 -5.612
C -1.383 1.874 -5.122
C -1.210 -0.591 -5.251
H 0.757 -0.114 -6.778
H -1.193 2.812 -5.645
H -1.138 2.002 -4.068
H -2.442 1.634 -5.210
H -1.550 -0.722 -4.224
H -2.084 -0.668 -5.897
H -0.595 -1.415 -5.612
C 1.012 -6.373 2.695
O 0.051 -6.019 2.031
N 2.015 -5.547 3.002
C 3.165 -5.976 3.822
C 2.038 -4.092 2.703
H 1.040 -7.332 3.235
H 3.304 -7.057 3.849
H 3.119 -5.623 4.852
H 4.077 -5.538 3.417
H 2.837 -3.984 1.970
H 1.092 -3.874 2.208
H 2.244 -3.396 3.516
C 0.430 -3.401 -2.715
O -0.104 -2.323 -2.921
N 0.186 -4.105 -1.617
C 0.826 -5.367 -1.338
C -0.866 -3.711 -0.645
H 1.159 -3.871 -3.393
H 1.132 -5.419 -0.293
H 1.711 -5.538 -1.951
H 0.097 -6.175 -1.405
H -1.666 -4.427 -0.455
H -0.362 -3.576 0.313
H -1.290 -2.765 -0.981
C 1.110 -0.807 5.893
O 2.183 -1.229 5.376
N 0.347 0.207 5.423
C -0.894 0.778 6.137
C 0.833 0.856 4.203
H 0.674 -1.185 6.831
H -0.648 1.779 6.492
H -0.860 0.269 7.101
H -1.809 0.786 5.545
H 0.131 0.628 3.400
H 0.959 1.938 4.246
H 1.855 0.560 3.970
C -4.680 -2.539 -3.208
O -5.539 -2.759 -4.031
N -4.386 -1.313 -2.697
C -3.368 -1.087 -1.665
C -4.930 -0.094 -3.221
H -3.936 -3.277 -2.872
H -2.503 -0.554 -2.060
H -3.114 -1.952 -1.054
H -3.807 -0.349 -0.993
H -5.907 -0.344 -3.634
H -5.194 0.627 -2.448
H -4.327 0.507 -3.903
C -0.902 0.479 0.362
O -1.409 -0.041 1.351
N 0.294 0.216 -0.235
C 0.945 1.007 -1.270
C 1.271 -0.657 0.428
H -1.453 1.249 -0.200
H 1.465 1.878 -0.871
H 0.196 1.485 -1.901
H 1.577 0.324 -1.838
H 1.581 -1.397 -0.309
H 2.129 -0.191 0.913
H 0.843 -1.170 1.289
C 4.455 4.356 -0.977
O 4.586 4.888 -2.073
N 4.789 3.029 -0.672
C 4.721 2.544 0.698
C 5.180 2.022 -1.627
H 3.833 4.826 -0.201
H 4.512 3.305 1.449
H 5.563 1.880 0.895
H 3.812 1.952 0.805
H 5.736 1.242 -1.106
H 4.244 1.654 -2.047
H 5.830 2.237 -2.475
```

Properties
expectation value of S²: 0.750
multiplicity: 2
HOMO-LUMO gap (alpha / beta): 1.4 / 9.0 eV
total charge: -1
electronic energy: -108190.086 eV